Entry from the Open Molecules 2025 dataset: a 2-piece molecular cluster, C3H9N4O overall (the ωB97M-V functional and the def2-TZVPD basis).

Computed properties:
2S+1: 3
DFT total energy: -11249.9177 eV
Kohn-Sham gap (alpha / beta): 5.04 / 8.15 eV
HOMO level (alpha / beta): -0.31617 / -0.52571 hartree
ΔE to the lowest compared entry with this formula, charge and spin: 163.7 kJ/mol
Total charge: +1
LUMO level (alpha / beta): -0.13114 / -0.22616 Ha

CARTESIAN COORDINATES (ANGSTROEM)
C  1.9865  -0.4837  -0.2806
C  -1.8945  1.3445  -0.3043
C  -0.2763  -0.8872  0.3859
N  4.0121  0.5099  0.5757
N  2.9846  0.0613  0.0627
N  -1.4782  -1.3500  0.1913
N  0.7544  -1.0862  -0.4908
O  -0.6037  1.0697  0.0691
H  -0.4463  1.4688  0.9517
H  -2.5907  1.1525  0.5366
H  -2.1390  0.5641  -1.1646
H  -2.0952  2.3204  -0.6673
H  0.1067  -0.6737  1.4099
H  4.8238  0.3532  -0.1681
H  -1.8291  -1.6265  -0.6454
H  -1.9378  -1.5689  1.0507
H  0.6227  -1.1680  -1.5127

---

Entry from the Open Molecules 2025 dataset: one molecule with the formula C3H9N5 (the ωB97M-V functional and the def2-TZVPD basis).

Computed properties:
DFT total energy: -10702.6800 eV
Kohn-Sham gap: 8.20 eV
HOMO level: -0.27455 hartree
ΔE to the lowest compared entry with this formula, charge and spin: 518.0 kJ/mol
LUMO level: 0.02668 Ha

CARTESIAN COORDINATES (ANGSTROEM)
H  2.7306  -0.0972  -0.9743
N  1.9315  0.3027  -0.1843
C  1.7885  -0.7193  0.6157
N  0.5968  -0.7520  1.4437
N  -0.2259  0.3759  1.0135
C  -1.1393  0.2211  -0.0864
C  -1.7449  -1.0556  -0.1026
N  -1.1553  1.0539  -1.1605
N  -0.4014  2.1470  -1.2477
H  2.3877  -1.8125  0.5432
H  0.5243  -1.2936  2.3966
H  0.1933  1.2859  1.2575
H  -2.4654  -1.2117  0.6872
H  -0.9504  -1.9120  -0.1194
H  -2.3940  -0.9827  -1.0626
H  -0.3354  2.6019  -2.1142
H  0.6592  1.8481  -0.9054

---

Entry from the Open Molecules 2025 dataset: one molecule with the formula C3H9N6P (the ωB97M-V functional and the def2-TZVPD basis).

Computed properties:
DFT total energy: -21486.3773 eV
Kohn-Sham gap: 8.32 eV
HOMO level: -0.27434 hartree
ΔE to the lowest compared entry with this formula, charge and spin: 63.1 kJ/mol
LUMO level: 0.03133 Ha

CARTESIAN COORDINATES (ANGSTROEM)
H  2.6420  -1.6288  0.4419
N  1.9482  -0.8549  0.4560
C  1.1893  -0.6902  -0.5152
N  1.3641  -1.1026  -1.8070
C  0.2108  -0.7296  -2.5154
C  -0.6569  -0.0167  -1.7264
N  -0.0775  -0.0169  -0.4802
P  -0.8492  0.4690  1.0561
N  -2.3110  -0.0082  0.9783
N  0.0147  0.0321  2.4498
N  -0.7674  2.0990  0.8727
H  2.2310  -1.3576  -2.2658
H  0.0242  -0.9936  -3.5403
H  -1.6445  0.2789  -1.8613
H  -2.5604  -0.1979  1.9580
H  0.0099  -0.8856  2.2097
H  0.9130  0.3088  2.6135
H  -1.6185  2.5401  0.9644
H  -0.0616  2.7547  0.7111

---

Entry from the Open Molecules 2025 dataset: a 2-piece molecular cluster, C3H9NO overall (the ωB97M-V functional and the def2-TZVPD basis).

Computed properties:
2S+1: 2
DFT total energy: -6791.5215 eV
Kohn-Sham gap (alpha / beta): 2.21 / 6.99 eV
HOMO level (alpha / beta): 0.04119 / -0.13695 hartree
ΔE to the lowest compared entry with this formula, charge and spin: 137.5 kJ/mol
Total charge: -1
LUMO level (alpha / beta): 0.12242 / 0.11988 Ha

CARTESIAN COORDINATES (ANGSTROEM)
O  0.4350  4.6221  1.7675
C  0.4301  4.0584  2.8241
H  1.3044  3.8307  3.5666
H  -0.5436  3.7492  3.2415
C  -0.1177  -1.3276  -1.3183
C  0.0632  -2.8614  -1.9274
N  -0.6905  -3.8892  -1.2262
H  -0.8868  -0.7782  -1.9269
H  -0.3774  -1.4149  -0.2473
H  0.8520  -0.8368  -1.4061
H  -0.1865  -2.8492  -3.1102
H  1.0929  -2.9898  -1.7805
H  -0.4229  -3.8299  -0.2098
H  -1.7319  -3.8498  -1.1535

---

Entry from the Open Molecules 2025 dataset: a 2-piece molecular cluster, C3H9NO overall (the ωB97M-V functional and the def2-TZVPD basis).

Computed properties:
DFT total energy: -6793.5219 eV
Kohn-Sham gap: 9.19 eV
HOMO level: -0.30167 hartree
ΔE to the lowest compared entry with this formula, charge and spin: 148.0 kJ/mol
LUMO level: 0.03607 Ha

CARTESIAN COORDINATES (ANGSTROEM)
C  1.8139  1.6298  0.1844
C  1.3945  0.2195  -0.1098
C  0.1685  -0.2770  -0.2383
N  -0.2133  -1.6242  0.0176
H  1.4025  1.8548  1.1774
H  2.8634  1.7781  0.3259
H  1.3184  2.3616  -0.4687
H  2.2315  -0.4846  -0.2937
H  -0.7050  0.3835  -0.3337
H  -0.8673  -1.8468  -0.7325
H  0.5200  -2.3223  -0.0447
O  -3.4490  -0.4982  -0.2032
H  -3.2758  0.1509  0.4883
H  -3.2023  -1.3251  0.2309

---

Entry from the Open Molecules 2025 dataset: a 2-piece molecular cluster, C3H9NO overall (the ωB97M-V functional and the def2-TZVPD basis).

Computed properties:
DFT total energy: -6793.2292 eV
Kohn-Sham gap: 10.51 eV
HOMO level: -0.34995 hartree
ΔE to the lowest compared entry with this formula, charge and spin: 176.2 kJ/mol
LUMO level: 0.03635 Ha

CARTESIAN COORDINATES (ANGSTROEM)
C  2.3141  0.2793  -0.6001
C  1.7746  1.2227  0.1391
O  0.4175  1.5417  0.0702
H  3.3680  0.0533  -0.6208
H  1.7235  -0.2991  -1.2999
H  2.3097  1.7479  0.9153
H  -0.0131  0.8488  0.6060
C  -1.8859  -0.4583  -0.3221
N  -1.1283  -1.0119  0.8099
H  -1.6143  -0.8559  -1.2970
H  -1.7676  0.6192  -0.3452
H  -2.9607  -0.6591  -0.2667
H  -1.7713  -1.0915  1.5881
H  -0.7661  -1.9370  0.6232

---

Entry from the Open Molecules 2025 dataset: C3H9NO as an isolated structure (the ωB97M-V functional and the def2-TZVPD basis).

Computed properties:
DFT total energy: -6791.2380 eV
Kohn-Sham gap: 10.31 eV
HOMO level: -0.33885 hartree
ΔE to the lowest compared entry with this formula, charge and spin: 368.4 kJ/mol
LUMO level: 0.04001 Ha

CARTESIAN COORDINATES (ANGSTROEM)
C  0.1873  0.7089  -2.3179
C  -0.1264  -0.2309  -1.2306
C  0.5682  -0.1182  -0.0764
N  0.4682  -0.9787  1.1997
H  -0.4770  0.8600  -3.1643
H  1.1706  0.5467  -2.7760
H  0.3611  1.7053  -1.8762
H  -1.0155  -0.8540  -1.2159
H  1.1232  0.7764  0.1917
H  0.7093  -1.9290  0.9389
H  -0.4147  -0.5388  0.7441
H  -0.3777  -0.3463  2.6743
H  -1.2938  0.0035  3.8341
O  -0.8827  0.3950  3.0745

---

Entry from the Open Molecules 2025 dataset: a 2-piece molecular cluster, C3H9NO overall (the ωB97M-V functional and the def2-TZVPD basis).

Computed properties:
DFT total energy: -6788.6189 eV
Kohn-Sham gap: 5.60 eV
HOMO level: -0.25305 hartree
ΔE to the lowest compared entry with this formula, charge and spin: 621.1 kJ/mol
LUMO level: -0.04716 Ha

CARTESIAN COORDINATES (ANGSTROEM)
C  -1.4867  -1.0645  2.2474
O  -0.8873  -0.6453  1.0754
H  -0.8128  -0.9588  3.1056
H  -2.4515  -0.5405  2.4004
H  -1.8607  -2.1043  2.1222
C  0.8210  0.4495  -1.7707
C  2.1694  0.4674  -1.5521
N  -0.1888  0.7506  -0.7335
H  0.3868  0.0572  -2.6886
H  2.8256  1.2331  -1.9542
H  2.6175  -0.2214  -0.8327
H  -0.6358  1.5686  -1.1343
H  -0.8521  -0.0101  -0.3738
H  0.3553  1.0185  0.0888

---

Entry from the Open Molecules 2025 dataset: C3H9NO as an isolated structure (the ωB97M-V functional and the def2-TZVPD basis).

Computed properties:
DFT total energy: -6790.7659 eV
Kohn-Sham gap: 9.34 eV
HOMO level: -0.30648 hartree
ΔE to the lowest compared entry with this formula, charge and spin: 413.9 kJ/mol
LUMO level: 0.03660 Ha

CARTESIAN COORDINATES (ANGSTROEM)
C  -1.1604  0.9056  -0.0773
C  -0.2304  -1.3748  -0.8805
C  -0.2325  -0.2795  0.1608
N  1.8994  1.0434  0.8522
O  1.5254  0.1483  -0.0965
H  -2.0924  0.4715  0.0494
H  -1.1500  1.7525  0.5544
H  -0.8734  1.3329  -1.1263
H  -0.3556  -1.1109  -1.9815
H  -1.0360  -2.2461  -0.6907
H  0.6226  -2.0594  -0.7781
H  -0.2781  -0.7816  1.1758
H  2.1599  0.4959  1.6594
H  1.2015  1.7022  1.1789

---

Entry from the Open Molecules 2025 dataset: a 2-piece molecular cluster, C3H9NO overall (the ωB97M-V functional and the def2-TZVPD basis).

Computed properties:
DFT total energy: -6793.0098 eV
Kohn-Sham gap: 10.47 eV
HOMO level: -0.35219 hartree
ΔE to the lowest compared entry with this formula, charge and spin: 197.4 kJ/mol
LUMO level: 0.03254 Ha

CARTESIAN COORDINATES (ANGSTROEM)
C  -0.6602  -0.0677  2.5475
O  -0.5768  -0.5828  3.6272
H  -0.0778  0.8226  2.2412
H  -1.2416  -0.5173  1.7255
C  0.6954  -0.9629  -0.4471
N  -0.2961  0.1364  -0.4729
C  0.0087  1.0598  -1.5821
H  1.6913  -0.5180  -0.4774
H  0.5931  -1.5773  -1.3474
H  0.6224  -1.5363  0.4748
H  -1.1600  -0.2958  -0.7890
H  -0.1677  0.6850  -2.5944
H  -0.4939  2.0066  -1.4110
H  1.0633  1.3479  -1.4949

---

Max |F| across the listed records, respectively: 0.1126; 0.1241; 0.0938; 0.0929; 0.0405; 0.0173; 0.0780; 0.0439; 0.0950; 0.0265 hartree/bohr.